The following is a quantum chemistry calculation of C3H4N2O in the gas phase, from the Open Molecules 2025 dataset.

Positions of all 10 atoms, in Å:
O1 1.5896 -1.5601 0.1566
C1 0.7298 -0.7162 0.0686
C2 -0.2979 -0.2353 1.0933
N1 -1.0838 0.8110 0.4468
C3 -0.6107 0.9179 -0.7313
N2 0.4455 0.0676 -1.0419
H1 -0.9410 -1.0634 1.4100
H2 0.2010 0.1490 1.9892
H3 -0.9797 1.6162 -1.4766
H4 0.9471 0.0132 -1.9147

Cartesian forces, eV/Å:
O -0.306 0.302 -0.040
C 0.108 -0.138 0.075
C 0.065 -0.130 0.146
N 0.162 0.014 -0.365
C -0.127 0.065 0.127
N 0.068 -0.072 0.031
H 0.106 0.077 -0.051
H -0.031 -0.064 -0.124
H 0.035 -0.077 0.092
H -0.080 0.022 0.108

Computed properties:
* energy above the lowest of the compared OMol25 structures with the same formula, charge and spin: 6.09 kcal per mole
* orbital gap: 10.632 eV
* SMILES string: O=C1CN=CN1
* HOMO: -9.83 eV

natural (NBO) population analysis, charges in e, atoms 1 to 2:
1. O -0.57
2. C 0.66


The following is a quantum chemistry calculation of 8 unconnected molecules or ions with the total composition C28H50N2O18, from the Open Molecules 2025 dataset.

Positions of all 98 atoms, in Å:
C1 -1.4459 4.1346 -0.8889
C2 -1.1999 2.7786 -0.3269
C3 -1.6859 2.5186 1.0811
O1 -2.8299 1.7866 0.9261
C4 -2.9399 1.3636 -0.3549
O2 -3.8279 0.6656 -0.8679
O3 -1.9519 1.9316 -1.1219
H1 -1.2449 4.0736 -1.9599
H2 -0.7579 4.8116 -0.4479
H3 -2.4399 4.5086 -0.8539
H4 -0.1169 2.5846 -0.3639
H5 -1.7789 3.4706 1.7191
H6 -1.0329 1.9726 1.7601
C5 -3.8539 -2.8294 -3.3469
C6 -3.1529 -2.3394 -2.1079
C7 -3.9449 -2.7464 -0.8039
O4 -3.2589 -3.8994 -0.3679
C8 -2.1569 -4.1004 -1.0659
O5 -1.3849 -5.0314 -0.8049
O6 -1.9899 -3.1664 -2.0039
H7 -3.9949 -3.8844 -3.4599
H8 -3.2399 -2.5644 -4.2349
H9 -4.7899 -2.2744 -3.3979
H10 -3.0109 -1.2644 -2.2189
H11 -4.9959 -2.9594 -1.0509
H12 -3.9159 -1.8674 -0.1659
C9 4.6451 -0.6924 1.2421
O7 5.0911 -0.1954 2.5321
C10 4.4661 -0.5324 3.6851
O8 3.5351 -1.6224 3.7101
O9 4.8641 0.1236 4.8611
C11 4.1631 -0.1614 6.0411
H13 4.7851 -1.7894 1.0931
H14 5.2181 -0.0864 0.4861
H15 3.6211 -0.4874 1.0381
H16 3.1741 -0.3364 5.7371
H17 4.0501 0.6476 6.7011
H18 4.5671 -1.0734 6.4861
C12 2.4891 2.8556 -1.5049
O10 2.6521 4.3216 -1.3059
C13 2.0841 4.9236 -0.2279
O11 1.5041 4.1516 0.7861
O12 2.2811 6.2346 -0.1289
C14 1.3891 6.9886 0.7471
H19 2.2491 2.4496 -0.5209
H20 3.4901 2.4116 -1.8379
H21 1.6701 2.5476 -2.1029
H22 1.4701 6.6076 1.7561
H23 0.3711 7.1646 0.4921
H24 1.7601 7.9726 0.7681
C15 -0.9399 -1.6574 2.9081
O13 0.0631 -0.9874 2.2761
C16 0.5871 0.0816 2.7621
O14 0.1691 0.6356 4.0121
O15 1.5201 0.6386 2.0071
C17 2.2571 1.7276 2.5261
H25 -1.3009 -2.4504 2.2651
H26 -1.8379 -1.0434 3.1231
H27 -0.6069 -2.1654 3.8401
H28 1.6131 2.5826 2.7931
H29 2.9881 2.1366 1.7921
H30 2.8361 1.4176 3.4041
C18 -1.7369 2.5326 -4.6199
O16 -2.4289 1.3766 -4.0189
C19 -3.5829 1.0436 -4.5589
O17 -3.9179 1.4516 -5.8269
O18 -4.4219 0.2996 -3.8969
C20 -5.7489 0.1036 -4.4399
H31 -1.3439 2.2796 -5.6239
H32 -0.8249 2.8166 -4.1119
H33 -2.3729 3.3166 -4.7309
H34 -6.1879 1.0306 -4.6889
H35 -6.4789 -0.3094 -3.7239
H36 -5.7509 -0.4874 -5.3359
C21 1.1781 -4.4844 1.0641
C22 2.3531 -4.1704 2.0211
C23 2.1161 -4.5494 3.5041
C24 1.4871 -5.8254 3.7031
N1 1.0171 -6.8434 3.8821
H37 0.2581 -4.0364 1.3921
H38 0.9621 -5.5664 1.0551
H39 1.3571 -4.2454 0.0131
H40 2.7131 -3.1844 1.9871
H41 3.1801 -4.7604 1.6601
H42 1.4011 -3.8004 3.9561
H43 2.9761 -4.4554 4.1511
C25 1.6271 -1.5084 -0.8549
C26 0.2731 -0.8434 -0.9949
C27 -0.2259 -0.7714 -2.4099
C28 0.6021 0.1446 -3.2319
N2 1.2671 0.8576 -3.8409
H44 1.6671 -2.3044 -1.5879
H45 1.7611 -1.8234 0.1461
H46 2.4541 -0.8064 -1.1329
H47 0.2901 0.0596 -0.4169
H48 -0.4039 -1.4724 -0.4879
H49 -1.2949 -0.4004 -2.5559
H50 -0.2169 -1.6774 -2.9619

Cartesian forces, eV/Å:
C 0.744 0.195 -0.932
C 1.369 1.166 0.632
C 1.934 2.276 2.313
O -2.490 -1.494 -0.997
C -1.882 -0.742 -2.315
O 2.635 1.726 2.230
O -1.350 -2.534 0.363
H 0.305 0.073 -0.036
H 0.486 0.900 0.395
H -1.051 0.101 0.609
H -0.395 -0.265 -0.291
H -0.715 -1.024 -1.300
H 0.529 -0.461 -0.496
C 0.272 1.490 -1.286
C -1.771 -1.878 0.012
C 0.037 1.421 -1.902
O -1.063 0.217 0.916
C 2.651 -2.689 1.067
O -1.835 2.638 -1.180
O 1.138 0.490 0.161
H -0.271 -0.721 0.620
H -0.400 0.127 0.411
H -0.181 -0.254 -0.332
H 0.588 -0.242 0.487
H 0.427 -0.204 0.225
H 0.166 -0.446 0.860
C 0.933 -0.271 -0.722
O -0.624 0.372 2.510
C -4.208 -6.066 0.825
O 5.409 6.917 -0.094
O 0.675 -0.106 -4.746
C -0.650 -2.096 -0.405
H 0.251 0.895 0.475
H -0.225 -0.816 0.974
H -0.980 0.245 0.438
H -1.575 -0.791 -0.170
H 0.967 1.368 0.667
H -0.029 0.301 0.216
C 1.944 -0.056 2.060
O -1.017 0.999 0.708
C -1.846 -5.344 4.796
O 2.694 4.636 -5.704
O -1.173 -0.985 -1.005
C 1.156 -0.526 1.111
H 0.292 -0.034 0.086
H -1.548 1.059 0.188
H -0.522 0.547 -1.206
H -0.147 -0.348 0.067
H -0.895 -1.030 -0.979
H 1.087 1.109 -0.172
C -2.549 -1.466 2.161
O 1.950 0.739 -2.174
C -1.889 4.296 8.079
O 2.532 -3.192 -7.440
O -0.753 -1.203 -0.550
C 0.783 1.641 0.834
H 0.291 -0.087 -0.464
H 0.787 0.064 0.065
H -0.049 0.668 -0.457
H 0.098 -0.619 -0.037
H -0.794 -0.850 0.049
H -0.377 -0.008 -0.070
C 1.836 -2.724 -1.427
O -0.050 0.118 0.759
C -2.073 2.973 -8.603
O 1.839 -1.837 6.620
O 0.213 -0.557 1.485
C -0.369 -0.107 0.107
H -0.640 -0.230 0.397
H -0.262 -0.489 1.054
H -2.033 2.140 -0.079
H -0.044 1.299 -0.452
H 1.196 -0.249 0.330
H 0.397 -0.385 -0.318
C 0.348 -0.788 0.460
C -0.393 -1.862 -0.261
C -1.393 1.973 -0.007
C 0.685 0.559 -0.174
N -0.775 -1.493 0.229
H -0.481 0.482 0.032
H 0.179 0.320 0.158
H 0.147 0.295 0.286
H 0.069 1.544 0.024
H 0.512 -0.395 -0.063
H 0.562 -0.547 -0.492
H 0.529 -0.092 -0.181
C 0.626 1.337 -1.661
C 0.416 -0.665 0.171
C -0.984 2.550 -1.349
C -0.169 -0.041 0.268
N -0.049 0.007 0.011
H 0.248 -0.588 0.230
H 0.293 -0.582 0.892
H -0.558 -0.419 0.235
H -0.262 0.960 -0.196
H -1.052 -0.832 0.743
H 1.416 -0.186 0.600
H 0.196 -1.317 0.027

Computed properties:
* energy above the lowest of the compared OMol25 structures with the same formula, charge and spin: 3.07 kcal per mole
* orbital gap: 10.370 eV
* SMILES string: C[C@H]1COC(=O)O1.C[C@H]1COC(=O)O1.COC(=O)OC.COC(=O)OC.COC(=O)OC.COC(=O)OC.CCCC#N.CCCC#N
* HOMO: -10.11 eV

Löwdin population analysis, charges in e, atoms 1 to 2:
1. C 0.00
2. C -0.35


The following is a quantum chemistry calculation of C14H14O6 in the gas phase, from the Open Molecules 2025 dataset.

Positions of all 34 atoms, in Å:
O1 -0.6920 2.4929 -1.5507
O2 -0.1393 0.0453 4.6760
O3 1.5655 1.9207 0.4362
O4 -1.3698 0.5687 -2.4987
O5 -0.9357 0.7941 2.6443
O6 0.2528 -1.4989 0.7564
C1 -0.7097 1.2723 -1.5514
C2 -1.0047 0.5541 3.9880
C3 0.5457 1.2849 0.6410
C4 -0.9352 -1.5139 -1.3712
C5 -0.1980 -0.8012 -0.3432
C6 -0.1101 0.5622 -0.4533
C7 -1.4941 -0.7889 -2.3811
C8 -2.2421 -1.3550 -3.5309
C9 -2.3740 -2.6931 -3.8639
C10 -2.3062 0.9395 4.6673
C11 -2.9897 -3.1191 -5.1861
C12 2.3085 -0.9432 1.7952
C13 0.4007 0.6635 2.0682
C14 0.8037 -0.7915 1.8692
H1 -1.0392 -2.5722 -1.3123
H2 -2.6615 -0.6037 -4.1661
H3 -1.9550 -3.4599 -3.2251
H4 -2.6784 0.0755 5.2423
H5 -3.0408 1.2165 3.9322
H6 -2.1818 1.7913 5.3392
H7 -2.2626 -3.6995 -5.7220
H8 -3.2709 -2.2522 -5.8010
H9 -3.8362 -3.7791 -5.0173
H10 2.6836 -0.2977 1.0054
H11 2.7398 -0.6055 2.7278
H12 2.5988 -1.9417 1.5539
H13 1.1244 1.1562 2.7241
H14 0.5072 -1.3460 2.7487

Cartesian forces, eV/Å:
O -0.421 -1.280 -0.958
O -0.016 0.523 -1.441
O -1.138 0.433 0.380
O -0.297 -0.907 -0.268
O 0.573 0.001 0.446
O -1.305 0.605 -1.932
C 0.610 2.376 1.522
C 0.137 -0.435 1.388
C 2.328 -0.643 0.487
C 0.443 1.263 0.190
C -0.602 0.028 0.884
C -0.611 -1.153 0.417
C 0.100 -1.036 -0.213
C 0.266 -2.440 0.178
C 0.119 2.946 -0.098
C -0.250 -0.251 -0.643
C 0.034 0.558 0.944
C -0.083 1.219 -0.380
C -0.824 0.341 -0.633
C 1.040 -0.587 0.723
H -0.119 -0.481 -0.052
H -0.181 0.274 -0.430
H 0.016 -0.046 0.020
H 0.307 0.396 -0.209
H -0.426 0.110 -0.277
H 0.311 -0.191 -0.056
H 0.430 -0.304 -0.400
H -0.028 -0.334 0.291
H -0.250 0.036 -0.054
H 0.243 0.102 -0.124
H 0.231 -0.111 0.252
H 0.055 -0.747 0.093
H -0.165 -0.147 -0.141
H -0.527 -0.119 0.092

Computed properties:
* energy above the lowest of the compared OMol25 structures with the same formula, charge and spin: 19.33 kcal per mole
* orbital gap: 8.211 eV
* SMILES string: C/C=C/c1cc2c(c(=O)o1)C(=O)[C@@H](OC(C)=O)[C@H](C)O2
* HOMO: -8.70 eV

natural (NBO) population analysis, charges in e, atoms 1 to 2:
1. O -0.57
2. O -0.60


The following is a quantum chemistry calculation of a gas-phase ion, C5H10NO (charge -1), from the Open Molecules 2025 dataset.

Positions of all 17 atoms, in Å:
N1 0.4990 0.7313 0.9865
C1 0.8274 -0.4091 1.8517
C2 0.1448 -1.6230 1.1847
C3 -0.4596 -1.1162 -0.1263
C4 0.2472 0.1966 -0.3910
C5 -0.4927 1.2517 -1.2155
O1 -0.7965 0.8686 -2.4801
H1 1.3093 1.3366 0.9001
H2 1.9209 -0.5436 1.8700
H3 0.4195 -0.2749 2.8614
H4 0.8375 -2.4551 1.1102
H5 -0.6278 -2.0170 1.8530
H6 -0.2751 -1.7614 -0.9772
H7 -1.5110 -0.8895 0.0393
H8 1.2346 0.0002 -0.8533
H9 -1.4093 1.4766 -0.6288
H10 0.2353 2.0942 -1.1920

Cartesian forces, eV/Å:
N 0.049 -0.155 -0.161
C -0.024 0.122 -0.577
C -0.241 -0.283 0.776
C 0.458 0.425 0.054
C 0.587 0.301 0.914
C -0.119 -0.977 -1.300
O 0.182 -0.053 0.179
H -0.243 0.120 0.259
H -0.135 -0.196 0.381
H 0.390 0.144 -0.020
H 0.301 -0.075 -0.454
H -0.125 0.100 -0.069
H -0.480 -0.261 -0.045
H -0.215 -0.205 -0.352
H -0.248 -0.109 -0.228
H 0.102 0.436 0.383
H -0.239 0.666 0.262

Computed properties:
* energy above the lowest of the compared OMol25 structures with the same formula, charge and spin: 5.08 kcal per mole
* orbital gap: 6.049 eV
* charge: -1
* SMILES string: [O-]C[C@@H]1CCCN1
* HOMO: -2.09 eV

natural (NBO) population analysis, charges in e, atoms 1 to 2:
1. N -0.64
2. C -0.22


The following is a quantum chemistry calculation of C2H2BrN in the gas phase, from the Open Molecules 2025 dataset.

Positions of all 6 atoms, in Å:
C1 0.0269 -0.6712 -0.3935
C2 -0.2571 0.6345 0.2225
N1 -0.9807 0.5351 1.2272
Br1 -0.7484 -0.9837 -2.0196
H1 0.1385 -1.5293 0.1190
H2 -0.2342 1.4662 -0.4225

Cartesian forces, eV/Å:
C -0.145 2.405 -0.882
C -1.105 -1.341 -0.209
N 0.413 -0.131 0.421
Br -0.258 0.011 -0.870
H 0.556 -2.524 2.068
H 0.539 1.579 -0.528

Computed properties:
* energy above the lowest of the compared OMol25 structures with the same formula, charge and spin: 73.58 kcal per mole
* orbital gap (spin up / spin down): 9.013 / 8.203 eV
* HOMO (spin up / spin down): -9.96 / -8.80 eV

natural (NBO) population analysis, charges in e, atoms 1 to 2:
1. C -0.24
2. C -0.11


The following is a quantum chemistry calculation of 2 unconnected molecules or ions with the total composition C6H12O2, from the Open Molecules 2025 dataset.

Positions of all 20 atoms, in Å:
O1 -1.3299 1.3605 -1.6768
C1 -0.5383 1.3634 -0.6829
C2 -0.9911 0.9178 0.6409
C3 0.0650 0.9788 1.7621
C4 1.3530 0.1011 1.4928
C5 1.8291 -1.7453 -0.1556
C6 1.0208 -1.2209 0.7813
H1 0.4098 1.7379 -0.8948
H2 -1.8089 1.5499 0.9215
H3 -1.3509 -0.0948 0.6869
H4 -0.5870 0.7715 2.6765
H5 0.5762 1.9614 1.7712
H6 2.0667 0.6175 0.9585
H7 1.7993 -0.2227 2.4623
H8 2.7242 -1.2621 -0.3732
H9 1.7612 -2.5678 -0.8770
H10 0.1422 -1.6523 1.2244
H11 -1.1074 -0.6904 -1.3194
H12 -0.8702 -1.2805 -2.7576
O2 -1.1933 -1.5150 -1.7622

Cartesian forces, eV/Å:
O 2.314 0.033 2.983
C -4.492 -0.458 -3.879
C 1.408 0.068 1.320
C 0.590 0.284 -0.156
C -2.456 -2.906 1.930
C -1.487 -0.333 0.137
C 1.281 0.401 -0.236
H 2.150 0.676 0.169
H -0.676 0.406 0.057
H -0.472 -0.444 -0.698
H 1.733 0.207 -0.697
H -1.111 0.064 0.614
H 1.492 1.328 -1.141
H -0.213 0.614 -0.420
H 1.475 1.406 -0.182
H -0.900 -0.212 1.004
H -0.427 -0.675 -0.545
H -0.056 1.010 0.274
H -1.270 -0.796 3.750
O 1.118 -0.673 -4.283

Computed properties:
* energy above the lowest of the compared OMol25 structures with the same formula, charge and spin: 75.54 kcal per mole
* orbital gap: 10.118 eV
* SMILES string: C=CCCCC=O.O
* HOMO: -9.63 eV

natural (NBO) population analysis, charges in e, atoms 1 to 2:
1. O -0.54
2. C 0.41


| no. | largest force on an atom (hartree/bohr) |
| --- | --- |
| 1 | 0.008 |
| 2 | 0.182 |
| 3 | 0.057 |
| 4 | 0.032 |
| 5 | 0.064 |
| 6 | 0.116 |